(1)
14
Properties=species:S:1:pos:R:3 method="wB97M-V/def2-TZVPD" de_lowest_kj_mol=211.0 spin_multiplicity=5 e_tot_ev=-44890.6567 charge=+1 orbital_gap_ev="4.435 / 6.576" homo_ev="-14.21 / -14.31"
C -0.865 -2.323 -1.082
C -1.862 -1.483 -0.688
O -1.504 -0.247 -0.207
C -2.430 0.690 0.354
O -3.547 0.342 0.633
O -1.801 1.784 0.457
H 0.038 -2.328 -0.465
H -2.905 -1.571 -0.988
H -1.156 -3.194 -1.667
O 0.802 -1.228 -2.592
O 2.229 0.113 -3.385
O 1.299 0.628 -1.430
C 1.457 -0.137 -2.430
Cr -0.091 1.199 -0.352

***

(2)
84
Properties=species:S:1:pos:R:3 method="wB97M-V/def2-TZVPD" de_lowest_kj_mol=37.8 spin_multiplicity=1 e_tot_ev=-85771.7198 charge=+2 orbital_gap_ev=3.605 homo_ev=-13.41
C 3.963 -1.772 3.421
C 3.677 -1.350 1.968
P 1.861 -1.119 1.720
C 1.314 -2.663 0.870
C -0.076 -3.157 1.320
N 1.441 0.140 0.683
C 1.829 1.455 1.237
C 0.861 2.541 0.757
C -0.509 2.440 1.454
C -1.675 2.777 0.520
S -1.782 4.464 -0.075
O -1.547 4.445 -1.489
O -2.962 5.076 0.472
O -0.535 5.182 0.623
C 1.632 0.003 -0.780
O 2.687 -0.875 -1.116
C 4.002 -0.332 -0.991
C 4.505 0.466 -2.195
C 4.159 1.962 -2.190
O 4.069 -0.201 -3.372
C 0.347 -0.492 -1.537
O -0.745 -0.522 -0.617
C -2.028 -0.808 -1.192
C -1.977 -1.990 -2.169
O -3.254 -2.421 -2.549
C -3.987 -1.476 -3.318
C -2.987 -1.083 -0.029
O -4.047 -0.149 -0.039
C -4.299 0.375 1.220
O -4.816 -0.644 2.051
C -4.523 -0.470 3.425
C -3.296 -1.272 3.826
O -2.065 -0.647 3.436
B 0.129 0.484 -2.795
C 1.001 0.357 -4.082
O -0.827 1.462 -2.668
H 4.145 -0.902 4.053
H 3.096 -2.281 3.867
H 4.820 -2.445 3.480
H 4.172 -0.402 1.743
H 4.113 -2.076 1.261
H 1.364 -2.605 -0.224
H 2.040 -3.422 1.186
H -0.033 -3.798 2.229
H -0.564 -3.746 0.530
H -0.727 -2.315 1.541
H 1.748 1.387 2.329
H 2.862 1.733 0.996
H 1.331 3.513 0.916
H 0.720 2.460 -0.328
H -0.524 3.077 2.342
H -0.659 1.393 1.744
H -2.645 2.598 0.986
H -1.583 2.167 -0.382
H -0.898 5.845 1.229
H 1.874 1.008 -1.137
H 4.662 -1.192 -0.849
H 4.092 0.293 -0.097
H 5.600 0.385 -2.145
H 3.928 2.318 -1.182
H 3.266 2.137 -2.795
H 4.967 2.563 -2.608
H 4.699 -0.029 -4.075
H 0.579 -1.505 -1.898
H -2.442 0.071 -1.698
H -1.502 -2.847 -1.671
H -1.400 -1.731 -3.071
H -4.698 -2.032 -3.927
H -4.540 -0.781 -2.676
H -3.321 -0.897 -3.973
H -3.383 -2.104 -0.066
H -2.427 -0.973 0.908
H -3.373 0.777 1.661
H -5.029 1.182 1.100
H -4.414 0.592 3.677
H -5.378 -0.849 3.992
H -3.349 -2.231 3.297
H -3.321 -1.463 4.903
H -1.605 -0.340 4.218
H 1.812 1.092 -4.011
H 1.464 -0.618 -4.235
H 0.428 0.648 -4.971
H -1.501 1.493 -3.350
Ca 1.993 -5.334 1.382

***

(3)
81
Properties=species:S:1:pos:R:3 method="wB97M-V/def2-TZVPD" de_lowest_kj_mol=97.5 spin_multiplicity=1 e_tot_ev=-264366.5247 charge=+2 orbital_gap_ev="4.379 / 4.338" homo_ev="-11.83 / -11.83"
Ni 0.435 -0.018 -0.014
C -4.784 9.898 -7.852
O -3.772 8.940 -8.135
C -3.439 8.049 -7.204
C -2.444 7.125 -7.560
C -2.047 6.157 -6.675
C -2.622 6.079 -5.396
C -3.602 7.006 -5.044
C -4.010 7.984 -5.929
C -2.172 5.039 -4.494
N -1.237 4.146 -4.775
C -1.118 3.369 -3.672
C -1.994 3.783 -2.674
N -2.655 4.850 -3.220
C -2.102 3.126 -1.422
C -2.986 3.466 -0.381
C -3.000 2.712 0.766
C -2.133 1.621 0.874
N -1.279 1.291 -0.081
C -1.245 2.021 -1.216
C -0.295 1.617 -2.223
N 0.544 0.591 -1.926
C 1.385 0.152 -2.850
C 1.449 0.701 -4.131
C 0.648 1.774 -4.439
C -0.244 2.260 -3.470
H -4.888 10.494 -8.753
H -4.492 10.543 -7.020
H -5.735 9.410 -7.628
H -2.012 7.203 -8.548
H -1.290 5.435 -6.946
H -4.067 6.975 -4.065
H -4.769 8.693 -5.630
H -3.387 5.387 -2.789
H -3.651 4.314 -0.485
H -3.678 2.939 1.577
H -2.142 0.992 1.756
H 2.041 -0.663 -2.567
H 2.137 0.284 -4.853
H 0.682 2.259 -5.407
C 3.708 1.784 0.565
As 1.803 1.626 0.956
C 1.294 3.464 0.567
C 1.507 1.669 2.906
C 1.741 0.426 3.777
C 1.435 0.836 5.228
C 0.750 -0.705 3.454
As 0.737 -1.549 1.686
C 2.328 -2.668 1.604
C -0.596 -2.925 2.009
C 3.189 -0.090 3.636
As 4.590 0.682 4.842
C 4.806 2.495 4.105
C 6.107 -0.124 3.901
H 4.258 0.874 0.789
H 4.130 2.623 1.114
H 3.795 1.985 -0.504
H 1.976 4.124 1.100
H 0.273 3.661 0.893
H 1.372 3.664 -0.502
H 0.460 1.978 2.995
H 2.122 2.491 3.276
H 0.381 1.091 5.353
H 2.029 1.701 5.525
H 1.674 0.018 5.909
H -0.277 -0.349 3.594
H 0.905 -1.515 4.171
H 2.453 -3.184 2.553
H 3.223 -2.096 1.372
H 2.173 -3.407 0.818
H -0.291 -3.495 2.884
H -0.651 -3.592 1.150
H -1.581 -2.494 2.179
H 3.521 -0.002 2.597
H 3.219 -1.152 3.892
H 3.980 3.147 4.389
H 4.912 2.475 3.020
H 5.716 2.911 4.535
H 6.130 -1.199 4.067
H 7.030 0.298 4.296
H 6.061 0.079 2.829

***

(4)
12
Properties=species:S:1:pos:R:3 method="wB97M-V/def2-TZVPD" de_lowest_kj_mol=382.7 spin_multiplicity=1 e_tot_ev=-19504.9837 orbital_gap_ev=9.724 homo_ev=-9.25
H 0.483 2.033 -1.563
N 0.443 1.024 -1.715
C 0.208 0.328 -0.673
C 0.095 -1.172 -0.816
N -0.621 -1.981 -0.134
S -1.427 -1.403 1.225
N 0.255 0.796 0.623
O 0.699 2.079 0.774
H 0.543 -1.603 -1.700
H -1.751 -2.605 1.638
H -0.543 0.585 1.232
H 1.614 1.920 1.111

***

Repeat the fourth record exactly.
12
Properties=species:S:1:pos:R:3 method="wB97M-V/def2-TZVPD" de_lowest_kj_mol=382.7 spin_multiplicity=1 e_tot_ev=-19504.9837 orbital_gap_ev=9.724 homo_ev=-9.25
H 0.483 2.033 -1.563
N 0.443 1.024 -1.715
C 0.208 0.328 -0.673
C 0.095 -1.172 -0.816
N -0.621 -1.981 -0.134
S -1.427 -1.403 1.225
N 0.255 0.796 0.623
O 0.699 2.079 0.774
H 0.543 -1.603 -1.700
H -1.751 -2.605 1.638
H -0.543 0.585 1.232
H 1.614 1.920 1.111